C4H16Si3 | ωB97M-V/def2-TZVPD

```
23
Properties=species:S:1:pos:R:3:forces:R:3
C -0.4906 2.8547 -0.1039 0.43 -2.06 2.77
C -1.4695 -0.7100 -1.4979 1.81 0.58 0.64
C -1.3633 1.8442 0.7413 2.26 -0.38 -1.21
C -1.4278 -1.1788 -0.0218 2.10 -0.48 -1.59
Si 2.6646 -2.5868 0.0996 0.72 2.41 -2.67
Si 1.9117 -0.3003 0.4681 -0.91 0.36 0.88
Si -0.4681 0.1110 1.0277 -1.03 -0.11 -0.65
H -0.5155 2.5052 -1.1078 0.85 -0.16 -0.88
H -0.9444 3.8054 -0.0578 -0.23 1.29 0.05
H 0.4830 2.8016 0.4862 -0.72 0.68 -1.67
H -1.6800 0.3417 -1.5203 0.13 0.84 -0.14
H -0.4396 -0.8651 -1.9237 -0.89 0.29 0.20
H -2.1605 -1.0836 -2.2072 -0.87 -1.20 -0.30
H -2.2311 1.6359 0.1536 -1.05 -0.17 0.15
H -1.5489 2.3198 1.6784 -0.56 0.00 0.73
H -0.8972 -2.1690 -0.0835 -0.53 0.71 0.68
H -2.3656 -1.3134 0.4186 -1.65 -0.32 0.55
H 4.0699 -2.1498 0.4434 -0.29 -0.83 -0.01
H 2.1063 -3.7345 0.7359 -0.30 -0.63 0.61
H 2.6343 -2.7726 -1.5290 0.00 0.09 2.08
H 2.3654 0.2287 1.7833 0.43 -0.42 0.15
H 2.6990 0.6363 -0.4176 -0.51 -0.46 -0.12
H -0.9320 -0.2206 2.4344 0.82 -0.03 -0.24
```
Positions in Å, forces in eV/Å.

Largest force on an atom   3.67 eV/A
Energy relative to the best compared isomer or geometry (same formula, charge and spin)   42.11 kcal per mole
Net charge   0
Highest occupied orbital energy   -9.16 eV
Energy   -1030.3715 a.u.
SMILES string   CC[SiH](CC)[SiH2][SiH3]
Lowest unoccupied orbital energy   0.632 eV
HOMO-LUMO gap   9.79 eV

C4H17BrMgNO4 | ωB97M-V/def2-TZVPD

```
28
Properties=species:S:1:pos:R:3:forces:R:3
Mg -1.1021 -0.8732 0.5487 -0.13 -0.13 0.55
Br -3.0973 -1.1016 1.9798 -0.05 -0.07 -0.27
O -2.0355 -0.5457 -1.2690 -0.41 -0.26 -0.64
H -2.7196 -1.2006 -1.4728 -0.10 0.30 0.14
H -1.9925 0.0213 -2.0489 0.12 -0.02 0.16
O 0.2356 -1.4757 2.0235 0.75 -0.18 0.40
H 1.0315 -0.9947 2.2849 -0.14 -0.05 0.01
H 0.3517 -2.3702 2.3705 -0.33 0.16 0.13
O -1.0052 -2.8315 0.0108 -0.08 -0.86 -0.59
H -0.3493 -3.5392 -0.0139 -0.01 0.16 0.04
H -1.7958 -3.2094 -0.4016 0.03 -0.02 0.32
C 0.3844 3.1832 -0.1019 0.17 0.69 0.00
C -0.0673 1.7586 -0.3094 0.60 -0.92 -0.07
C 1.1783 0.8577 -0.4998 -0.04 0.66 -0.30
O 0.8264 -0.5231 -0.4451 -0.11 0.53 -0.07
C 1.9428 -1.3442 -0.7485 -0.12 -0.70 -0.57
N -0.8811 1.1805 0.7968 0.90 1.36 -0.14
H 1.3102 3.2388 0.4776 0.09 -0.06 -0.21
H -0.3055 3.8291 0.4453 -0.37 -0.33 -0.12
H 0.5164 3.6474 -1.0802 0.32 0.12 0.15
H -0.5886 1.6922 -1.2658 -0.51 -0.03 0.28
H 1.9759 1.0800 0.2212 -0.25 -0.11 0.33
H 1.6223 1.1144 -1.4686 -0.07 -0.20 -0.08
H 2.1068 -1.3764 -1.8300 0.24 0.43 0.07
H 1.7294 -2.3863 -0.5060 -0.16 0.20 0.42
H 2.8283 -1.0115 -0.2094 0.08 0.00 -0.05
H -0.3518 1.4693 1.6248 -0.33 -0.37 0.20
H -1.7482 1.7107 0.8871 -0.10 -0.32 -0.07
```
Positions in Å, forces in eV/Å.

Largest force on an atom   1.64 eV/A
Energy relative to the best compared isomer or geometry (same formula, charge and spin)   6.75 kcal per mole
Net charge   +1
Highest occupied orbital energy   -11.53 eV
Energy   -3292.3662 a.u.
Lowest unoccupied orbital energy   -3.229 eV
HOMO-LUMO gap   8.31 eV

C4H17N2O2 | ωB97M-V/def2-TZVPD

```
25
Properties=species:S:1:pos:R:3:forces:R:3
N 0.0475 -1.7698 -0.4164 0.60 -0.35 0.91
C 1.0563 -0.6743 -0.5629 -0.01 -0.26 -0.06
C 0.5351 0.5490 0.1616 0.04 0.56 -0.56
N -0.8596 0.7531 -0.2365 -0.94 0.72 0.08
C -1.1130 1.5705 -1.4252 0.01 0.44 -0.88
C -1.6385 1.2803 0.9072 0.16 -0.21 -0.19
H -0.0961 -2.0676 0.5654 -0.15 0.44 -0.14
H 0.2590 -2.6497 -0.8783 -0.08 0.23 -0.68
H -0.8288 -1.3092 -0.6921 -0.30 -0.21 -0.07
H 1.1071 -0.4386 -1.6270 -0.10 -0.04 0.00
H 2.0553 -0.9622 -0.2711 -0.03 -0.31 0.37
H 1.3022 1.2777 -0.1490 -1.02 0.42 0.12
H 0.5251 0.5724 1.2511 0.46 -0.76 0.01
H -1.8951 2.3173 -1.2730 -0.06 -0.20 0.38
H -1.4713 0.9873 -2.2799 0.23 -0.14 0.09
H -0.2667 2.1776 -1.7659 0.27 -0.33 0.18
H -1.2125 2.2385 1.2311 0.06 -0.28 0.50
H -1.6423 0.4862 1.6542 0.23 0.49 0.52
H -2.6897 1.4961 0.7104 0.12 -0.27 -0.61
H 3.5234 1.9699 -0.0860 -0.07 -0.18 0.03
H 4.0716 0.7654 -0.8290 -0.28 0.07 0.18
O 3.2872 1.0658 -0.3406 0.95 0.22 -0.30
H -2.0772 -3.2139 1.9550 -0.28 -0.71 0.27
H -2.2178 -1.7126 1.8041 0.14 -0.14 0.03
O -1.5966 -2.4437 1.6777 0.06 0.81 -0.18
```
Positions in Å, forces in eV/Å.

Largest force on an atom   1.19 eV/A
Energy relative to the best compared isomer or geometry (same formula, charge and spin)   35.52 kcal per mole
Net charge   +1
Highest occupied orbital energy   -12.57 eV
Energy   -422.3361 a.u.
Lowest unoccupied orbital energy   -2.801 eV
HOMO-LUMO gap   9.77 eV

C4H17N4Si2 | ωB97M-V/def2-TZVPD

```
27
Properties=species:S:1:pos:R:3:forces:R:3
C -3.5996 -1.4290 1.3363 0.60 2.46 -0.14
C 3.7382 -0.3184 -1.8533 -1.53 1.77 0.03
C -2.0931 1.6680 0.3069 0.48 1.50 0.20
C 1.3098 0.9348 1.6347 1.46 0.90 -0.52
N 0.2046 -1.4418 -1.2030 1.41 -0.49 -0.59
N -2.3659 -1.3137 0.5104 -0.42 2.46 -0.11
N 2.9042 -0.3344 -0.5470 1.59 0.61 -0.95
N 0.0860 -0.3085 -0.7689 -1.96 1.28 0.97
Si -1.9612 0.0626 -0.4611 1.51 -1.86 -0.30
Si 1.5727 0.7304 -0.2326 0.96 -0.75 0.48
H -4.4720 -1.7531 0.7008 0.81 0.03 1.24
H -3.3473 -1.9383 2.2820 -0.62 -0.37 -0.74
H -3.7172 -0.3426 1.6647 -0.69 -1.38 -0.23
H 4.6448 0.2836 -1.9254 0.18 -0.15 1.16
H 3.9200 -1.2766 -2.2176 0.57 -1.91 0.06
H 3.2290 0.1177 -2.7242 -0.86 0.14 0.56
H -1.6835 1.4842 1.3059 -0.53 0.48 0.27
H -1.4025 2.4689 -0.1665 -1.52 -1.21 0.51
H -3.1915 1.9316 0.3115 1.31 0.23 0.21
H 0.3479 0.6217 1.9816 -0.42 -0.71 0.23
H 2.1660 0.3568 2.0607 -0.95 0.12 0.00
H 1.4261 1.9616 2.0453 0.07 -0.45 -0.63
H 1.2450 -1.5999 -1.3349 -0.61 -0.47 0.15
H -2.0886 -2.1540 0.1214 0.68 -2.10 -0.88
H 3.5708 -0.3433 0.2361 -0.54 -0.44 -0.39
H -2.2337 0.1299 -1.8829 -0.22 -0.31 -0.42
H 1.7909 1.8019 -1.1810 -0.73 0.63 -0.19
```
Positions in Å, forces in eV/Å.

Largest force on an atom   2.54 eV/A
Energy relative to the best compared isomer or geometry (same formula, charge and spin)   1.58 kcal per mole
Net charge   +1
Highest occupied orbital energy   -13.29 eV
Energy   -960.3688 a.u.
SMILES string   [H]/N=[N+](/[Si@H](C)NC)[Si@@H](C)NC
Lowest unoccupied orbital energy   -4.247 eV
HOMO-LUMO gap   9.04 eV

C4H17N4Si2 | ωB97M-V/def2-TZVPD

```
27
Properties=species:S:1:pos:R:3:forces:R:3
C 0.0331 -2.4427 2.6042 -3.54 0.97 -1.08
C 2.3733 -0.5938 -2.9367 0.12 1.29 -1.75
C -2.3808 0.9617 1.3881 0.40 -2.77 0.81
C -0.2524 2.4930 -1.1200 0.68 0.48 -2.20
N 1.1775 -0.1182 0.8820 -2.85 -0.67 -2.64
N -0.9284 -1.2241 2.4514 0.57 -1.47 -0.34
N 1.7542 0.4376 -2.1484 -1.69 2.59 2.55
N 0.0991 -0.0502 0.1562 3.87 0.11 1.97
Si -1.4441 -0.5780 0.9644 0.17 0.95 2.34
Si 0.1282 0.6961 -1.5588 1.32 -0.70 -0.98
H 0.9671 -2.2151 2.1986 1.36 0.27 -0.98
H 0.1635 -2.5046 3.6274 0.29 -0.60 2.08
H -0.4240 -3.3820 2.1997 0.50 0.89 0.31
H 2.1655 -0.3399 -3.9872 0.09 -0.52 0.05
H 3.4636 -0.6195 -2.8852 -0.22 -0.18 0.60
H 1.8860 -1.5012 -2.6962 0.02 -1.22 0.12
H -3.3073 0.5242 1.6564 -1.61 -0.31 -0.03
H -2.0480 1.2384 2.3511 0.93 0.77 0.98
H -2.5488 1.7681 0.7879 -0.28 1.99 -1.74
H 0.0559 3.1754 -1.9935 -0.83 -1.17 0.79
H -1.3260 2.5734 -0.9636 0.04 0.30 0.08
H 0.3197 2.9745 -0.3391 -0.01 -0.48 0.74
H 1.9824 -0.0537 0.2179 -0.17 0.72 0.15
H -1.3305 -0.8807 3.3280 0.38 -0.35 -0.63
H 2.2419 1.3166 -1.8945 0.34 -1.09 -0.88
H -1.9325 -1.4382 -0.0646 -0.30 -0.58 -0.61
H -0.8883 -0.2168 -2.2254 0.44 0.82 0.30
```
Positions in Å, forces in eV/Å.

Largest force on an atom   4.35 eV/A
Energy relative to the best compared isomer or geometry (same formula, charge and spin)   0.00 kcal per mole
Net charge   +1
Highest occupied orbital energy   -13.01 eV
Energy   -960.3713 a.u.
SMILES string   [H]/N=[N+](/[Si@H](C)NC)[Si@@H](C)NC
Lowest unoccupied orbital energy   -5.292 eV
HOMO-LUMO gap   7.72 eV

C4H17NO3 | ωB97M-V/def2-TZVPD

```
25
Properties=species:S:1:pos:R:3:forces:R:3
C 2.6695 1.2950 -1.8440 0.28 -0.31 0.36
C 1.8755 1.6890 -0.5920 -0.16 -0.07 -0.74
N 0.8284 0.7310 -0.2709 1.10 -0.30 -0.03
C 0.5619 0.6813 1.1404 -1.41 -0.30 0.21
C -0.3417 0.8426 -1.1153 0.33 0.75 0.88
H 3.4352 0.5487 -1.5993 -0.12 0.15 0.02
H 2.0504 0.8294 -2.6128 -0.10 0.27 0.00
H 3.1677 2.1768 -2.2446 0.04 -0.06 -0.18
H 1.4357 2.6850 -0.7824 0.08 0.03 0.33
H 2.5618 1.7523 0.2545 -0.13 0.13 -0.02
H 0.2654 1.6473 1.5717 0.44 0.18 0.09
H 1.3368 0.1734 1.7128 0.28 0.33 -0.09
H -0.3468 0.0934 1.3011 0.01 -0.23 -0.05
H -1.0362 1.6095 -0.7316 -0.15 -0.18 -0.01
H -0.0193 1.2015 -2.0860 -0.16 -0.43 -0.36
H -0.8262 -0.1293 -1.1316 -0.29 0.56 -0.48
H -2.9955 2.5827 2.7582 0.37 0.33 -0.03
H -3.1147 1.3247 2.0154 0.35 -0.13 -0.33
O -2.5065 2.0723 2.0997 -0.72 -0.21 0.35
H -0.3725 -4.2073 0.4561 -0.10 0.22 0.11
H -0.4046 -3.5761 1.8730 0.04 0.09 -0.18
O -0.5602 -4.3875 1.3841 0.01 -0.29 0.05
H -1.5492 -1.9890 -2.0823 -0.24 -0.42 -0.04
H -0.9642 -1.6467 -0.7805 0.00 -0.48 0.43
O -1.5245 -2.3260 -1.1761 0.26 0.35 -0.30
```
Positions in Å, forces in eV/Å.

Largest force on an atom   1.46 eV/A
Energy relative to the best compared isomer or geometry (same formula, charge and spin)   30.80 kcal per mole
Net charge   0
Highest occupied orbital energy   -8.41 eV
Energy   -443.0282 a.u.
SMILES string   CCN(C)C.O.O.O
Lowest unoccupied orbital energy   0.523 eV
HOMO-LUMO gap   8.93 eV